The following is a DFT calculation (the ωB97M-V functional and the def2-TZVPD basis) of a structure of composition C10H17NOPb at a distorted geometry.

Computed properties:
- HOMO energy: 1.19 eV
- HOMO-LUMO gap: 4.757 eV
- ΔE to the lowest compared entry with this formula, charge and spin: 0.0000 eV
- Net charge: -2

Each line ends with the Mulliken charge.
Atoms and positions in Å:
C: -0.94 1.58 -2.56  -0.444
C: 0.45 1.39 -2.83  -0.476
C: 1.19 2.23 -1.94  -0.340
C: 0.26 2.93 -1.11  -0.586
C: -1.06 2.52 -1.49  -0.830
Pb: -0.12 0.32 0.44  0.226
N: -1.51 -1.37 0.92  -0.780
C: 0.11 -3.29 -0.24  -0.455
C: 1.10 -2.76 -0.99  -0.504
H: 2.28 2.36 -1.93  0.341
H: 0.87 0.77 -3.62  0.395
H: 0.51 3.65 -0.33  0.400
H: -1.99 2.86 -1.04  0.437
H: -1.76 1.10 -3.08  0.332
H: 0.91 -2.31 -1.98  0.188
H: -0.95 -3.25 -0.53  0.296
H: -2.49 -1.00 0.89  -0.033
H: 2.14 -2.80 -0.63  0.200
H: 0.32 -3.77 0.72  0.188
C: 1.58 -0.21 4.52  -1.560
C: 0.41 -0.33 3.55  0.876
C: -0.91 0.13 4.13  -1.389
O: 0.76 0.43 2.43  -0.591
H: 1.71 0.84 4.80  0.302
H: 2.48 -0.53 4.00  0.328
H: 1.44 -0.81 5.42  0.420
H: 0.31 -1.41 3.28  0.118
H: -0.89 1.22 4.29  0.284
H: -1.73 -0.11 3.45  0.285
H: -1.13 -0.36 5.10  0.372